Density functional theory data (wB97M-V/def2-TZVPD) for a molecular structure, C26H25Br2F6N2O5PdS2Te.

Calculated values
Gap between HOMO and LUMO (spin up / spin down) (eV): 8.754 / 5.282
Net charge: +2
Maximum force (eV/Å): 0.7
HOMO energy (spin up / spin down) (eV): -14.42 / -14.58
Calculated total energy (eV): -229395.977
Relative energy (zero: lowest compared OMol25 entry of this formula, charge and spin) (kcal per mole): 12.9
2S+1: 6

The geometry in XYZ format:
```
70
Properties=species:S:1:pos:R:3:forces:R:3
Pd -2.651 0.188 -2.721 -0.221 0.090 -0.567
Br -3.499 -2.040 -3.687 -0.035 -0.240 -0.085
C -2.147 -2.209 -5.079 0.008 0.022 -0.019
Br -0.446 -1.656 -4.405 0.053 -0.009 -0.008
H -2.445 -1.554 -5.888 0.014 -0.015 -0.010
H -2.116 -3.254 -5.364 -0.008 0.005 0.008
F -4.090 4.568 -2.863 0.063 -0.118 0.027
C -4.036 3.299 -2.575 -0.021 0.076 0.097
F -2.972 3.030 -1.784 -0.223 -0.018 -0.058
F -5.134 2.925 -1.932 0.189 0.062 -0.132
S -3.892 2.225 -4.119 0.138 -0.226 0.000
O -4.506 0.960 -3.644 -0.005 0.240 0.126
O -4.435 2.932 -5.213 -0.016 -0.155 0.090
N -2.357 1.704 -4.260 -0.189 0.279 0.336
S -1.228 2.857 -4.643 -0.020 0.254 -0.212
O -0.775 2.693 -5.975 0.035 -0.092 0.170
O -1.666 4.110 -4.116 0.069 -0.153 -0.143
C 0.170 2.342 -3.550 -0.013 -0.031 0.155
F 0.761 1.233 -3.975 0.007 0.012 -0.024
F -0.284 2.105 -2.293 0.008 -0.003 -0.030
F 1.039 3.327 -3.504 0.026 -0.025 0.008
C 5.864 2.794 2.668 -0.025 -0.004 0.003
C 4.688 2.137 2.023 0.054 0.003 0.035
C 4.799 0.866 1.447 0.062 0.012 -0.009
C 3.734 0.231 0.848 -0.163 -0.076 0.101
C 3.948 -1.113 0.207 0.003 0.066 -0.003
C 2.480 0.904 0.865 0.408 0.175 0.071
Te 0.762 0.035 0.171 0.224 0.211 0.118
N -1.573 -0.656 -0.757 -0.671 -0.024 0.113
C -2.782 -0.764 -0.073 0.158 -0.014 -0.038
O -3.721 -0.531 -0.857 0.096 -0.036 0.017
C -2.946 -1.206 1.299 -0.014 -0.081 0.026
C -2.177 -0.679 2.341 0.011 -0.093 -0.025
C -2.406 -1.107 3.633 -0.015 -0.005 0.007
C -3.375 -2.074 3.883 0.013 0.015 -0.010
C -4.138 -2.600 2.848 0.002 0.000 0.006
C -3.940 -2.158 1.554 -0.032 0.077 0.033
C 0.865 -1.958 0.772 0.180 0.053 -0.075
C 0.615 -2.907 -0.221 0.008 -0.020 0.009
C 0.686 -4.253 0.090 -0.011 0.004 0.012
C 1.006 -4.632 1.388 -0.003 0.014 -0.009
C 1.236 -3.674 2.365 -0.038 -0.016 0.024
C 1.172 -2.310 2.089 -0.070 -0.045 0.057
C 1.430 -1.324 3.196 0.002 -0.029 -0.026
C 2.360 2.237 1.357 -0.113 -0.152 -0.058
C 1.082 3.032 1.292 0.024 0.019 -0.003
C 3.462 2.803 1.957 0.036 0.051 -0.055
H 6.775 2.213 2.544 -0.001 -0.007 -0.004
H 5.679 2.923 3.737 -0.001 -0.001 0.002
H 6.021 3.790 2.251 0.003 0.002 0.001
H 5.765 0.375 1.454 -0.007 -0.002 -0.017
H 5.012 -1.286 0.062 -0.006 0.004 -0.016
H 3.464 -1.179 -0.769 -0.013 -0.013 0.008
H 3.565 -1.922 0.829 -0.016 -0.024 0.014
H -1.452 0.101 2.148 0.036 0.005 -0.013
H -1.843 -0.680 4.453 0.002 -0.001 0.002
H -3.544 -2.412 4.897 -0.001 -0.001 0.005
H -4.894 -3.345 3.054 0.002 -0.005 0.004
H -4.537 -2.546 0.740 0.001 -0.002 -0.012
H 0.382 -2.599 -1.234 0.016 -0.001 -0.012
H 0.503 -4.997 -0.671 0.002 -0.005 0.000
H 1.071 -5.681 1.643 0.002 -0.005 0.003
H 1.468 -3.988 3.375 0.001 -0.008 -0.002
H 1.084 -1.731 4.145 0.024 -0.012 0.004
H 0.922 -0.372 3.040 -0.013 0.010 0.000
H 2.497 -1.114 3.299 0.006 0.016 -0.017
H 0.427 2.738 0.471 0.008 0.010 -0.011
H 1.311 4.086 1.145 0.006 0.006 0.034
H 0.520 2.948 2.225 -0.020 -0.031 -0.010
H 3.384 3.802 2.370 -0.013 0.006 -0.015
```
Positions in Å, forces in eV/Å.

Atom charges from the Mulliken analysis, given in e for atoms 1 to 2:
1. Pd 0.748
2. Br 0.029

***

Density functional theory data (wB97M-V/def2-TZVPD) for a molecular structure, C26H25ClInN2PSe.

Calculated values
Gap between HOMO and LUMO (eV): 6.815
Net charge: +2
Maximum force (eV/Å): 4.2
HOMO energy (eV): -14.37
Calculated total energy (eV): -122664.591
Relative energy (zero: lowest compared OMol25 entry of this formula, charge and spin) (kcal per mole): 24.9

The geometry in XYZ format:
```
57
Properties=species:S:1:pos:R:3:forces:R:3
In -0.023 -0.811 0.571 2.125 2.793 2.258
Cl -0.346 0.793 2.305 -0.127 -0.790 -0.623
P -0.202 0.332 -1.696 0.098 1.000 -1.810
C -1.491 -0.418 -2.727 -0.374 -0.438 0.384
C -1.211 -1.220 -3.847 -0.081 0.097 0.207
C -2.265 -1.794 -4.560 -0.221 0.092 0.016
C -3.590 -1.582 -4.162 0.212 0.033 0.181
C -3.867 -0.816 -3.021 0.084 0.108 -0.179
C -2.824 -0.219 -2.315 0.110 -0.319 -0.080
C -0.469 2.123 -1.833 -0.091 0.437 0.568
C 0.303 2.971 -1.012 -0.215 -0.236 -0.305
C 0.277 4.346 -1.228 -0.042 -0.146 -0.058
C -0.541 4.881 -2.233 0.028 -0.175 0.014
C -1.340 4.046 -3.020 0.183 -0.083 0.135
C -1.306 2.664 -2.824 0.119 -0.174 0.072
C 1.357 0.067 -2.557 0.358 -0.216 0.337
C 2.389 -0.624 -1.905 -0.179 0.132 -0.507
C 3.606 -0.807 -2.557 0.150 -0.012 -0.034
C 3.798 -0.282 -3.842 -0.080 -0.093 0.145
C 2.768 0.414 -4.490 -0.179 -0.081 0.236
C 1.541 0.595 -3.846 0.319 -0.092 0.029
H 0.925 2.528 -0.228 -0.110 0.300 -0.222
H 0.910 4.995 -0.622 -0.261 -0.142 -0.170
H -0.546 5.957 -2.406 -0.026 -0.311 0.067
H -1.978 4.458 -3.804 0.226 -0.097 0.306
H -1.910 2.003 -3.452 0.204 0.317 0.203
H -0.183 -1.370 -4.178 -0.299 -0.036 0.131
H -2.050 -2.409 -5.436 -0.068 0.240 0.269
H -4.414 -2.011 -4.740 0.336 0.106 0.242
H -4.897 -0.661 -2.697 0.297 -0.036 -0.134
H -3.038 0.415 -1.451 -0.010 -0.159 -0.220
H 2.231 -1.025 -0.892 0.251 0.126 -0.379
H 4.404 -1.360 -2.055 -0.210 0.235 -0.248
H 4.761 -0.421 -4.341 -0.387 0.055 0.188
H 2.912 0.811 -5.499 -0.001 -0.137 0.412
H 0.737 1.147 -4.340 0.264 -0.164 0.172
H -1.120 -2.111 -0.081 1.190 -2.003 -2.539
H -0.349 -2.251 -0.538 -3.590 -0.762 0.704
C 2.687 -1.190 3.942 0.452 -0.132 0.091
N 1.325 -1.613 4.211 -0.641 -0.221 -0.995
C 0.552 -2.303 3.328 -0.476 1.168 2.360
Se 1.191 -2.933 1.677 -0.448 0.482 -0.183
N -0.708 -2.324 3.873 0.654 -0.179 -0.883
C -0.738 -1.607 5.069 -0.033 -0.202 -0.102
C -1.767 -1.355 5.965 0.057 0.267 0.453
C -1.434 -0.618 7.113 -0.179 -0.335 -0.560
C -0.127 -0.130 7.319 0.587 -0.216 -0.576
C 0.894 -0.377 6.385 -0.213 0.090 0.466
C 0.551 -1.148 5.280 0.232 -0.102 -0.219
H 3.175 -1.946 3.312 -0.069 0.351 0.367
H 3.201 -1.105 4.904 0.038 -0.034 -0.324
H 2.694 -0.220 3.427 -0.049 -0.208 0.163
H -1.516 -2.754 3.434 0.350 -0.038 0.173
H -2.761 -1.732 5.739 0.068 0.155 0.371
H -2.195 -0.414 7.868 0.208 -0.071 -0.317
H 0.093 0.432 8.227 -0.049 -0.120 -0.324
H 1.922 -0.016 6.483 -0.496 -0.023 0.268
```
Positions in Å, forces in eV/Å.

Atom charges from the Mulliken analysis, given in e for atoms 1 to 2:
1. In 0.509
2. Cl -0.350

***

Density functional theory data (wB97M-V/def2-TZVPD) for a molecular structure, C26H25N3O7S.

Calculated values
Gap between HOMO and LUMO (eV): 7.493
Maximum force (eV/Å): 19.2
HOMO energy (eV): -8.11
Calculated total energy (eV): -56981.298

The geometry in XYZ format:
```
62
Properties=species:S:1:pos:R:3:forces:R:3
O 4.109 0.207 4.484 -1.477 0.282 -1.641
C 3.170 0.547 3.757 -2.881 -2.171 2.777
N 1.857 -0.073 3.763 13.001 -6.347 5.992
H 1.194 0.354 3.394 -7.995 4.262 -3.970
C 1.923 -1.497 4.444 -6.436 5.025 -1.399
C 0.517 -1.319 5.335 2.288 -7.089 -9.007
H 0.387 -2.119 5.954 -0.515 -3.039 1.312
H 0.296 -0.619 5.898 -1.223 7.871 4.531
S -0.792 -1.434 3.944 7.942 10.656 -1.927
O -1.898 -2.091 4.223 -9.602 -7.446 3.377
O -1.184 0.032 3.580 2.798 -3.923 0.693
C 0.176 -2.293 2.745 9.459 16.134 4.322
C 1.768 -2.510 3.335 -8.673 1.359 5.243
H 1.492 -3.385 3.805 0.960 -2.732 0.811
H 2.450 -2.467 2.678 4.907 -0.033 -4.989
H 0.373 -1.362 1.913 -0.840 -2.670 1.993
H -0.101 -2.989 2.313 -5.520 -12.004 -6.850
H 2.655 -1.511 5.155 2.515 -0.143 1.096
C 3.101 1.739 2.946 7.354 5.202 7.641
H 2.834 2.765 3.702 1.196 -3.055 -1.434
H 4.245 1.840 2.745 -1.779 0.560 -0.771
O 2.197 1.870 2.099 -5.239 -1.702 -8.516
C 2.412 0.791 1.085 -0.989 -0.727 -0.754
O 3.326 0.070 1.314 1.100 -0.608 -0.267
C 1.471 0.576 -0.098 -1.170 6.599 4.166
C 1.883 0.210 -1.298 7.585 -3.606 5.458
C 1.307 0.316 -2.422 -11.040 0.197 -6.011
C 1.447 0.227 -3.753 17.322 -1.702 5.014
N 0.591 0.623 -4.439 -8.596 2.310 -11.508
N -0.539 0.763 -3.868 -5.218 -0.174 3.786
C -0.379 0.492 -2.588 6.619 0.629 -1.707
C -1.270 0.442 -1.529 -4.290 6.736 -4.561
C -1.374 -0.406 -0.597 6.284 -7.417 2.075
C -2.217 -0.483 0.394 -5.289 0.828 3.707
C -3.262 0.535 0.414 -4.052 3.198 -1.733
C -3.511 1.535 -0.638 10.796 -9.533 0.082
C -2.308 1.359 -1.618 -5.166 7.288 0.338
H -2.363 2.538 -2.294 0.866 -4.330 1.397
H -4.130 2.268 -0.567 -3.905 4.371 0.091
O -4.463 0.626 1.435 2.964 3.963 -9.131
C -4.067 -0.151 2.330 -2.761 -4.245 5.617
C -3.746 -1.473 2.033 3.299 -9.322 -3.481
H -4.329 -2.048 1.228 0.397 1.512 0.705
O -2.244 -1.497 1.302 -2.069 0.457 0.611
H -3.568 -2.479 2.770 -0.531 3.924 -1.185
H -3.299 0.084 2.911 3.103 2.365 3.126
H -4.979 -0.349 2.826 -1.105 -0.134 2.444
H -0.445 -1.133 -0.686 -2.250 0.651 0.885
C 0.475 0.517 -5.973 -0.809 2.802 4.673
C 1.618 0.375 -6.555 1.124 -0.922 -9.790
C 1.588 0.425 -8.102 -1.502 0.646 6.079
C 0.420 0.807 -8.726 3.040 -1.232 -2.069
C -0.722 1.048 -8.135 -3.675 3.518 7.464
C -0.554 1.125 -6.609 -3.467 -1.542 -3.840
H -1.437 1.347 -6.045 -0.220 0.399 0.296
H -1.707 1.625 -8.426 2.334 -1.728 -0.218
H 0.492 0.885 -9.755 0.024 0.113 -2.161
H 2.501 0.301 -8.567 1.506 -0.341 -1.171
H 2.511 0.059 -6.250 3.209 -1.035 1.974
H 2.588 0.441 -4.158 -2.698 -1.412 0.652
H 2.915 -0.414 -1.352 -1.944 1.500 0.474
H 0.742 1.554 0.025 0.934 -2.993 -0.815
```
Positions in Å, forces in eV/Å.

Atom charges from the Mulliken analysis, given in e for atoms 1 to 2:
1. O -0.697
2. C 0.425

***

Density functional theory data (wB97M-V/def2-TZVPD) for a molecular structure, C26H25N4O4SV.

Calculated values
Gap between HOMO and LUMO (spin up / spin down) (eV): 3.955 / 6.387
Net charge: -2
Maximum force (eV/Å): 3.6
HOMO energy (spin up / spin down) (eV): 0.73 / -1.71
Calculated total energy (eV): -78041.605
Relative energy (zero: lowest compared OMol25 entry of this formula, charge and spin) (kcal per mole): 41.8
2S+1: 3

The geometry in XYZ format:
```
61
Properties=species:S:1:pos:R:3:forces:R:3
V 0.774 0.588 -1.218 -0.024 -0.605 -3.568
N -2.062 3.895 -2.030 -0.075 0.098 0.261
C -1.086 3.028 -1.530 0.221 -0.429 0.061
S -0.117 2.198 -2.704 -0.463 0.772 -0.073
N -0.953 2.892 -0.253 -0.180 0.300 0.075
N 0.028 1.956 0.084 -0.277 1.439 0.096
C 0.832 2.254 1.080 0.999 -0.625 0.811
C 0.646 3.400 2.001 -0.252 -0.421 -0.078
C -0.525 3.501 2.753 -0.008 0.358 0.122
C -0.687 4.540 3.659 0.037 -0.101 -0.142
C 0.318 5.488 3.819 0.003 0.074 0.033
C 1.479 5.400 3.062 -0.035 -0.065 -0.052
C 1.643 4.360 2.153 -0.147 0.152 0.207
C 1.978 1.383 1.250 -1.290 1.351 -0.129
C 2.696 1.282 2.454 0.931 -0.437 0.222
C 3.767 0.420 2.506 -0.335 0.312 0.098
C 4.107 -0.329 1.360 0.195 -0.114 -0.127
C 3.335 -0.178 0.221 -0.158 0.192 -0.120
N 2.290 0.639 0.145 1.338 -0.209 2.150
H -2.266 3.624 -2.979 -0.251 0.035 0.010
H -2.881 3.906 -1.432 0.074 0.057 -0.117
H -1.307 2.770 2.605 0.024 -0.048 -0.031
H -1.603 4.615 4.233 0.009 0.006 0.030
H 0.188 6.304 4.521 0.011 -0.003 0.007
H 2.255 6.149 3.171 0.008 0.001 0.007
H 2.538 4.299 1.548 0.018 -0.083 -0.005
H 2.409 1.856 3.326 -0.074 0.046 -0.064
H 4.338 0.316 3.422 -0.015 -0.026 0.003
H 4.941 -1.018 1.364 -0.024 -0.017 -0.011
H 3.541 -0.729 -0.689 -0.007 -0.006 -0.025
C -0.012 -3.593 2.262 0.106 -0.192 0.101
C -1.035 -2.492 1.967 0.056 0.158 -0.168
C -2.315 -3.126 1.412 -0.191 -0.141 0.003
C -1.361 -1.744 3.264 -0.067 0.031 0.230
C -0.480 -1.551 0.978 -0.086 -0.245 0.239
C -0.021 -0.767 0.168 -0.066 -0.428 0.497
H -0.402 -4.308 2.998 -0.047 0.032 -0.001
H 0.913 -3.168 2.658 -0.023 0.067 -0.026
H 0.241 -4.142 1.354 -0.033 0.051 -0.040
H -2.750 -3.832 2.131 0.044 0.012 0.036
H -2.112 -3.664 0.485 0.057 0.042 -0.009
H -3.062 -2.363 1.189 0.057 0.050 -0.010
H -1.777 -2.424 4.019 0.004 -0.038 -0.037
H -2.088 -0.951 3.083 0.013 -0.007 -0.073
H -0.465 -1.280 3.681 0.032 -0.009 -0.068
O 2.021 0.564 -2.248 1.161 -0.258 0.326
O 1.202 -2.443 -3.944 -0.269 0.148 0.037
C -0.024 -2.755 -4.405 0.489 0.122 0.149
C -0.097 -3.783 -5.344 -0.350 -0.172 -0.200
C -1.323 -4.152 -5.874 0.074 0.089 0.092
C -2.481 -3.496 -5.470 -0.121 0.014 -0.003
C -2.402 -2.474 -4.533 0.158 -0.152 -0.092
C -1.185 -2.085 -3.982 0.028 -0.224 -0.290
C -1.153 -0.973 -2.959 -0.765 0.037 0.353
O -2.214 -0.439 -2.648 0.083 -0.001 -0.009
O 0.006 -0.718 -2.486 -0.788 -1.077 -0.858
H 1.061 -1.681 -3.310 0.066 -0.030 0.041
H 0.813 -4.281 -5.652 0.061 0.047 0.052
H -1.376 -4.951 -6.606 0.008 -0.015 -0.009
H -3.444 -3.778 -5.881 0.003 -0.019 -0.016
H -3.296 -1.959 -4.210 0.055 0.101 0.098
```
Positions in Å, forces in eV/Å.

Atom charges from the Mulliken analysis, given in e for atoms 1 to 2:
1. V 0.021
2. N -0.607